Entry 1:
75
Properties=species:S:1:pos:R:3 method="wB97M-V/def2-TZVPD" spin_multiplicity=3 charge=-2 largest_force_ev_per_a=10.28 orbital_gap_ev="4.101 / 4.140" total_energy_ev=-70742.0318
O -24.863 10.285 -17.025
V -23.590 9.395 -17.323
C -24.702 7.208 -18.454
O -23.759 6.570 -18.884
O -24.695 8.283 -19.059
O -24.662 7.477 -17.247
C -21.962 10.194 -19.389
O -22.666 10.894 -18.659
O -22.251 9.883 -20.525
O -21.836 9.085 -18.797
B -22.542 9.363 -15.296
H -22.006 9.279 -14.363
H -23.580 9.124 -15.127
H -22.431 10.376 -15.652
H -22.123 8.644 -15.983
C -29.253 9.222 -7.478
O -29.184 8.190 -8.432
C -30.427 7.819 -8.919
C -30.169 6.933 -10.159
N -29.522 7.597 -11.289
C -28.772 6.641 -12.127
C -27.877 7.514 -13.044
O -27.093 8.464 -12.281
C -26.317 9.367 -13.065
H -28.270 9.539 -7.128
H -29.931 8.908 -6.684
H -29.728 10.132 -7.846
H -31.053 8.652 -9.237
H -30.984 7.274 -8.156
H -31.152 6.620 -10.509
H -29.489 6.120 -9.901
H -28.755 8.186 -10.998
H -29.466 6.044 -12.719
H -28.152 5.997 -11.503
H -28.431 8.085 -13.789
H -27.160 6.914 -13.604
H -26.794 10.346 -13.032
H -26.220 9.246 -14.144
H -25.326 9.392 -12.612
C -17.771 8.702 -18.437
C -18.592 7.827 -17.446
C -19.359 8.658 -16.382
O -19.636 7.194 -18.221
H -16.813 8.983 -17.999
H -18.291 9.610 -18.744
H -17.529 8.216 -19.382
H -17.961 7.072 -16.978
H -20.059 8.060 -15.798
H -19.866 9.529 -16.796
H -18.650 9.066 -15.662
H -20.443 7.712 -18.215
C -23.496 4.725 -12.956
C -23.136 6.169 -13.127
C -21.932 6.697 -12.357
O -22.831 6.516 -14.487
H -24.488 4.442 -13.308
H -23.625 4.420 -11.918
H -22.719 4.087 -13.376
H -23.979 6.777 -12.799
H -21.013 6.320 -12.808
H -21.924 6.425 -11.302
H -21.769 7.774 -12.369
H -22.636 7.444 -14.636
C -19.431 12.741 -13.367
C -20.093 11.423 -13.720
C -19.595 10.263 -12.828
O -21.503 11.507 -13.588
H -19.670 12.911 -12.317
H -19.796 13.616 -13.905
H -18.342 12.711 -13.390
H -19.881 11.179 -14.761
H -18.627 9.886 -13.157
H -20.237 9.383 -12.825
H -19.488 10.540 -11.779
H -21.872 10.724 -14.003



Entry 2:
86
Properties=species:S:1:pos:R:3 method="wB97M-V/def2-TZVPD" charge=+1 largest_force_ev_per_a=0.41 relative_energy_kcal_mol=0.00 orbital_gap_ev=8.860 total_energy_ev=-110405.7248
C 1.898 6.187 2.563
C 0.538 5.646 2.249
I 0.406 4.524 0.490
C -0.546 5.878 2.991
I -0.580 7.073 4.687
N -1.805 5.305 2.632
C -2.870 5.800 2.001
N -3.829 4.898 1.866
C -3.350 3.787 2.430
N -3.944 2.574 2.549
N -2.110 4.015 2.896
H 1.988 7.186 2.131
H 2.665 5.558 2.117
H 2.069 6.233 3.637
H -2.906 6.824 1.665
H -4.184 2.015 1.749
H -4.086 2.185 3.464
H -1.471 3.390 3.371
C -0.155 3.014 -5.237
O 0.390 1.747 -4.830
P 1.335 1.657 -3.559
O 1.095 2.702 -2.556
O 2.807 1.580 -4.119
C 3.177 2.124 -5.392
O 1.154 0.173 -3.070
C 0.304 -0.151 -1.965
H -0.251 2.987 -6.320
H -1.135 3.148 -4.784
H 0.490 3.841 -4.946
H 2.878 3.169 -5.475
H 2.730 1.540 -6.194
H 4.259 2.060 -5.452
H -0.286 -1.020 -2.247
H -0.354 0.680 -1.712
H 0.931 -0.401 -1.111
C 5.275 -2.827 1.929
O 5.754 -2.056 0.813
P 4.944 -2.054 -0.553
O 3.507 -2.314 -0.384
O 5.714 -3.029 -1.518
C 6.510 -4.117 -1.034
O 5.297 -0.662 -1.197
C 4.367 0.420 -1.038
H 6.147 -3.158 2.487
H 4.650 -2.199 2.562
H 4.697 -3.690 1.603
H 5.939 -4.752 -0.356
H 7.400 -3.739 -0.534
H 6.798 -4.699 -1.904
H 4.932 1.314 -0.785
H 3.648 0.211 -0.247
H 3.840 0.573 -1.976
C -1.793 -0.056 1.990
O -1.515 -1.390 2.407
P -0.377 -1.603 3.515
O -0.241 -0.433 4.392
O 0.905 -2.038 2.718
C 1.092 -1.644 1.347
O -0.781 -2.956 4.200
C -1.475 -2.959 5.459
H -2.117 -0.094 0.950
H -2.586 0.355 2.609
H -0.914 0.583 2.071
H 0.962 -0.563 1.245
H 0.378 -2.165 0.710
H 2.100 -1.904 1.039
H -2.283 -3.682 5.386
H -1.875 -1.974 5.694
H -0.781 -3.262 6.239
C -3.447 -3.456 0.361
O -3.606 -3.738 -1.036
P -4.687 -2.899 -1.851
O -4.919 -1.562 -1.294
O -5.950 -3.833 -1.982
C -6.247 -4.858 -1.030
O -4.149 -2.951 -3.330
C -3.426 -1.841 -3.877
H -3.112 -4.368 0.850
H -2.694 -2.679 0.488
H -4.377 -3.117 0.815
H -6.272 -4.459 -0.015
H -5.516 -5.661 -1.098
H -7.232 -5.239 -1.282
H -2.559 -2.239 -4.399
H -3.107 -1.151 -3.097
H -4.068 -1.317 -4.581



Entry 3:
89
Properties=species:S:1:pos:R:3 method="wB97M-V/def2-TZVPD" charge=+1 largest_force_ev_per_a=6.70 orbital_gap_ev=6.902 total_energy_ev=-127029.2673
O 3.706 -0.630 5.242
B 4.872 0.174 4.728
O 4.816 1.648 4.566
O 6.068 -0.660 4.350
N 5.559 -1.512 3.430
C 5.417 -3.017 3.433
N 4.721 -3.212 2.104
Cl 4.200 -4.731 1.469
C 4.476 -1.882 1.371
N 5.050 -0.839 2.307
H 2.910 -0.214 4.756
H 5.521 1.996 5.189
H 5.767 -3.762 4.264
H 3.935 -1.683 0.341
O 0.316 0.612 4.097
S -0.491 1.740 3.683
O -1.935 1.731 3.780
O -0.071 2.167 2.168
C -0.105 1.179 1.149
C -1.525 0.910 0.685
C 0.114 3.197 4.500
H 0.384 0.257 1.483
H 0.478 1.566 0.307
H -2.113 0.433 1.475
H -1.529 0.248 -0.186
H -2.031 1.845 0.425
H 1.199 3.240 4.389
H -0.154 3.128 5.556
H -0.358 4.075 4.054
O 3.273 -7.707 1.495
S 3.480 -9.139 1.466
O 3.507 -9.889 0.229
O 2.425 -9.849 2.485
C 1.040 -9.581 2.325
C 0.454 -10.365 1.166
C 4.957 -9.515 2.379
H 0.861 -8.507 2.208
H 0.544 -9.891 3.252
H 0.858 -10.015 0.211
H -0.633 -10.254 1.133
H 0.702 -11.428 1.252
H 4.923 -8.993 3.338
H 5.812 -9.171 1.794
H 5.017 -10.595 2.526
O -1.380 1.627 -2.812
S -1.914 2.400 -3.913
O -3.027 3.310 -3.748
O -2.236 1.399 -5.158
C -3.079 0.280 -4.930
C -4.540 0.689 -4.875
C -0.578 3.286 -4.680
H -2.783 -0.254 -4.020
H -2.933 -0.408 -5.769
H -4.743 1.302 -3.992
H -5.187 -0.191 -4.831
H -4.808 1.287 -5.752
H 0.250 2.596 -4.855
H -0.267 4.082 -4.001
H -0.932 3.716 -5.619
O 0.848 5.718 -6.466
S 2.001 6.070 -7.267
O 3.279 5.409 -7.111
O 2.232 7.682 -7.186
C 2.358 8.287 -5.909
C 3.736 8.055 -5.318
C 1.540 5.998 -8.981
H 1.572 7.935 -5.231
H 2.206 9.363 -6.047
H 3.888 6.999 -5.078
H 3.866 8.633 -4.399
H 4.516 8.339 -6.032
H 0.601 6.538 -9.119
H 1.413 4.948 -9.253
H 2.337 6.443 -9.581
O -8.168 1.222 3.382
S -7.466 0.223 4.160
O -7.306 0.335 5.594
O -6.005 -0.044 3.489
C -5.142 1.062 3.278
C -4.474 1.500 4.568
C -8.170 -1.368 3.800
H -5.680 1.894 2.809
H -4.372 0.738 2.570
H -5.206 1.920 5.266
H -3.716 2.263 4.373
H -4.003 0.648 5.069
H -8.249 -1.484 2.717
H -9.161 -1.410 4.255
H -7.531 -2.143 4.228